No. 1
DFT (ωB97M-V with the def2-TZVPD basis set) results for 8 unconnected molecules or ions with the total composition C33H46F8O15.

For the gap between HOMO and LUMO, the calculation gives 10.2713 eV. As for the HOMO energy: -0.373 hartree. As for the SMILES: FC(F)C(F)(F)COC(F)(F)C(F)F.O=C1CCCO1.O=C1CCCO1.O=C1CCCO1.O=C1CCCO1.O=C1CCCO1.O=C1CCCO1.O=C1CCCO1.

Geometry as ORCA input:
```
! wB97M-V def2-TZVPD RIJCOSX def2/J DEFGRID3
* xyz 0 1
O 0.36118 1.42002 -5.23620
C 0.53603 0.25466 -5.42346
O 1.16927 -0.18466 -6.55955
C 0.92986 -1.58166 -6.71005
C -0.15477 -1.96413 -5.72483
C -0.01457 -0.89891 -4.63842
H 1.82394 -2.17446 -6.49881
H 0.63687 -1.79375 -7.73927
H 0.06925 -2.99933 -5.45406
H -1.16357 -2.04519 -6.13374
H 0.69218 -1.28060 -3.89560
H -0.93707 -0.75317 -4.08435
O -2.95734 -2.81808 2.00925
C -3.77504 -2.22010 1.37722
O -3.63164 -2.01212 0.05913
C -4.62435 -1.11103 -0.46841
C -5.71481 -1.04151 0.61610
C -5.00330 -1.47649 1.88473
H -5.06129 -1.50783 -1.38049
H -4.16890 -0.14322 -0.66462
H -6.54238 -1.70741 0.38157
H -6.08337 -0.03610 0.81631
H -5.56968 -2.19625 2.47225
H -4.64190 -0.63194 2.46997
O -3.43130 2.83161 -0.27907
C -3.59811 3.21565 -1.40981
O -3.80972 4.51436 -1.67316
C -3.61767 4.80924 -3.04540
C -3.18973 3.48913 -3.72070
C -3.58130 2.40972 -2.70250
H -2.79070 5.51307 -3.15113
H -4.49978 5.22586 -3.53009
H -2.12450 3.44857 -3.93095
H -3.78202 3.35010 -4.62363
H -2.82018 1.66251 -2.47952
H -4.54187 1.95517 -2.93211
O -1.46117 -5.03031 3.85540
C -0.64560 -4.32032 4.36220
O 0.17656 -4.80915 5.32574
C 0.94918 -3.78024 5.91983
C 0.91092 -2.64976 4.89429
C -0.42257 -2.82851 4.16928
H 1.96591 -4.12433 6.10459
H 0.51542 -3.43828 6.86447
H 1.69870 -2.72327 4.14507
H 0.89923 -1.69759 5.42975
H -0.40307 -2.71147 3.08934
H -1.26062 -2.34198 4.66711
O -2.83842 3.40128 6.63201
C -2.77410 2.42625 5.93581
O -3.48786 1.32187 6.18220
C -3.32322 0.35697 5.15618
C -2.16150 0.81779 4.26634
C -1.98142 2.30426 4.64075
H -4.23836 0.16853 4.59704
H -2.98007 -0.60306 5.54501
H -2.36692 0.55794 3.23163
H -1.29513 0.22742 4.56596
H -2.28536 3.05013 3.91241
H -0.92622 2.42981 4.88040
O 7.57734 -2.02172 2.41833
C 6.44014 -2.13680 2.07029
O 5.44320 -1.41483 2.58008
C 4.19138 -1.71729 1.97221
C 4.59778 -2.29732 0.62270
C 5.93051 -2.99546 0.91112
H 3.53456 -0.85101 1.94664
H 3.69312 -2.47961 2.58280
H 4.72569 -1.54667 -0.15625
H 3.87797 -3.03926 0.26904
H 6.63373 -2.94630 0.08508
H 5.88608 -4.03448 1.23818
O -1.85258 -0.18991 -1.60302
C -1.13002 -0.13790 -0.64842
O 0.09768 -0.68678 -0.71204
C 0.88251 -0.31739 0.40485
C -0.09502 0.16198 1.46671
C -1.38049 0.52344 0.70621
H 1.39383 0.60380 0.10725
H 1.53154 -1.10012 0.78289
H 0.28776 0.87630 2.19747
H -0.38551 -0.62343 2.17921
H -1.43188 1.60344 0.56125
H -2.32040 0.18358 1.12588
C 4.36326 1.81683 -1.90575
C 4.95080 0.82972 -2.89894
C 5.56800 1.48493 -4.14979
F 6.28612 2.56166 -3.77644
F 6.29874 0.61023 -4.86973
F 5.96708 0.11054 -2.27969
F 4.02286 -0.13010 -3.22923
O 3.46921 2.72256 -2.55457
C 2.20847 2.73913 -2.05399
C 1.34072 3.80150 -2.71993
F 0.04905 3.84603 -2.30567
F 1.89228 5.02633 -2.62404
F 1.59743 1.55719 -2.25980
F 2.22334 2.94513 -0.71282
H 5.13426 2.47045 -1.48932
H 3.88430 1.33400 -1.05297
H 4.74357 1.77374 -4.81458
H 1.21959 3.55810 -3.78065
*
```

Mulliken population analysis, charges in e, atoms 1 to 4: number 1, O, carries -0.5334; number 2, C, carries 0.4759; number 3, O, carries -0.3889; number 4, C, carries -0.4529

No. 2
DFT (ωB97M-V with the def2-TZVPD basis set) results for a single C6H10BNS molecule.

For the gap between HOMO and LUMO, the calculation gives 7.6505 eV. As for the HOMO energy: -0.286 hartree. As for the SMILES: CN(C)/B=C/C=C\C=S.

Geometry as ORCA input:
```
! wB97M-V def2-TZVPD RIJCOSX def2/J DEFGRID3
* xyz 0 1
B 0.53055 -0.15959 0.38270
C 1.13877 1.08103 0.45977
C 0.63514 2.36759 0.17483
C -0.50554 2.89885 -0.33088
C -1.41978 2.26430 -1.22627
C -0.77559 -2.12957 1.06571
C 1.02829 -2.31967 -0.52792
N 0.33431 -1.48115 0.49929
S -1.76742 0.79018 -1.74799
H 1.97641 1.16291 1.09094
H 1.32125 3.19027 0.60070
H -0.59343 3.98724 -0.20627
H -2.27587 2.94213 -1.42721
H -0.87542 -3.15276 0.75918
H -0.69281 -2.25385 2.06632
H -1.70283 -1.63985 0.74405
H 0.47416 -2.35079 -1.43216
H 2.00843 -1.95233 -0.85853
H 1.16137 -3.24494 -0.08625
*
```

natural (NBO) population analysis, charges in e, atoms 1 to 4: number 1, B, carries 1.0753; number 2, C, carries -0.8838; number 3, C, carries -0.0134; number 4, C, carries -0.3816

No. 3
DFT (ωB97M-V with the def2-TZVPD basis set) results for 2 unconnected molecules or ions with the total composition C4H9ClN2.

For the gap between HOMO and LUMO (alpha / beta), the calculation gives 7.3984 / 7.4673 eV. As for the HOMO energy (alpha / beta): -0.274 / -0.276 hartree.

Geometry as ORCA input:
```
! wB97M-V def2-TZVPD RIJCOSX def2/J DEFGRID3
* xyz 0 1
C -0.43273 0.48350 -0.72909
C 0.05864 1.72644 -1.12638
C -1.69141 -1.42264 -0.17697
C 1.51312 -0.71745 0.97057
N -1.33090 -0.29122 -0.95101
N 0.56852 0.19087 1.43119
Cl 1.02926 1.84265 1.67434
H 1.04394 1.97386 -0.51964
H -0.68937 2.45324 -0.89254
H 0.19460 1.79494 -2.31022
H -1.38373 -1.37328 0.90003
H -1.27251 -2.36136 -0.67402
H -2.77919 -1.39268 -0.11961
H 2.43121 -0.69272 1.53891
H 0.93135 -1.71898 1.08405
H 1.80919 -0.49517 -0.09962
*
```

natural (NBO) population analysis, charges in e, atoms 1 to 4: number 1, C, carries 0.5921; number 2, C, carries -0.7826; number 3, C, carries -0.4425; number 4, C, carries -0.4434

No. 4
DFT (ωB97M-V with the def2-TZVPD basis set) results for 20 unconnected molecules or ions with the total composition C27H94O27.

For the gap between HOMO and LUMO, the calculation gives 9.3871 eV. As for the HOMO energy: -0.340 hartree.

Geometry as ORCA input:
```
! wB97M-V def2-TZVPD RIJCOSX def2/J DEFGRID3
* xyz 0 1
C -10.32989 -0.41836 13.87311
O -11.74263 -0.45545 14.05558
H -9.90933 0.56603 13.63673
H -9.87573 -0.80805 14.76365
H -10.08029 -1.08719 13.04420
H -12.20433 -0.27620 13.19852
C -10.46923 4.89665 17.10013
O -11.79802 4.73688 17.67163
H -9.97217 5.46571 17.90151
H -9.94049 3.98364 17.03797
H -10.49028 5.46660 16.17408
H -12.22197 4.39788 16.85995
C -13.21989 2.10039 18.86332
O -14.08268 1.13669 18.38529
H -12.28679 1.65359 19.21193
H -12.85544 2.80903 18.12033
H -13.63087 2.61117 19.76490
H -13.78717 0.68438 17.58839
C -12.94865 5.88541 20.78533
O -14.15700 5.24276 20.35979
H -12.42896 5.10508 21.38061
H -12.36414 6.13830 19.88843
H -13.14818 6.77558 21.37735
H -14.64871 5.82572 19.76526
C -12.47814 6.61557 13.65833
O -13.63178 7.47871 13.78245
H -12.52366 5.93724 14.54578
H -12.51346 6.01092 12.70503
H -11.57638 7.21154 13.72096
H -14.42891 6.95315 13.93157
C -12.97503 2.45461 14.73654
O -13.15784 3.80701 15.28246
H -13.46545 1.62942 15.23427
H -13.27723 2.48465 13.67733
H -11.87918 2.30602 14.79237
H -14.07539 3.96875 15.13560
C -14.96066 6.24586 17.12095
O -15.88812 6.60712 18.13068
H -14.13129 5.78509 17.66327
H -15.49100 5.58152 16.43659
H -14.58068 7.14817 16.61395
H -16.53568 7.15826 17.68800
C -20.87911 3.18790 16.16552
O -22.22572 2.62181 16.25744
H -20.89468 4.20997 15.82300
H -20.42811 3.11211 17.13972
H -20.24875 2.64087 15.43405
H -22.68402 2.85472 15.44575
C -13.44760 0.56517 10.94529
O -12.52005 -0.37032 11.44289
H -13.71540 0.32110 9.89665
H -14.34438 0.54480 11.59939
H -13.12656 1.64066 10.98790
H -12.83482 -1.24236 11.15946
C -14.21553 -1.48551 15.92910
O -13.21243 -0.54193 16.21500
H -15.19117 -0.98969 15.85677
H -13.90452 -2.06179 15.04643
H -14.19109 -2.15663 16.75711
H -12.62487 -0.37498 15.44577
C -16.59604 1.82120 15.49010
O -15.94167 3.05255 15.31027
H -17.62816 1.82530 15.21046
H -16.08256 1.09390 14.84320
H -16.47548 1.46913 16.53204
H -16.24313 3.69745 15.99412
C -19.27511 6.55271 13.91536
O -18.52487 5.55911 13.20869
H -19.61700 7.26250 13.20621
H -20.11866 6.07627 14.42259
H -18.57738 7.00022 14.60413
H -19.08570 4.96156 12.66891
C -16.85438 -1.49481 12.93982
O -17.31430 -2.34789 13.90524
H -17.12975 -1.97510 12.00017
H -17.44701 -0.57062 13.04015
H -15.76733 -1.27802 13.02783
H -16.62198 -3.00175 14.03781
C -20.94124 -1.01480 14.13223
C -20.66573 -2.02015 15.21894
O -21.82402 -2.68685 15.51294
O -19.90612 0.02078 14.08812
H -21.92803 -0.57957 14.34948
H -21.00593 -1.49041 13.13048
H -20.34740 -1.38795 16.07877
H -19.84852 -2.69965 14.89704
H -21.83682 -2.85477 16.45288
H -19.56540 0.18465 15.01001
C -17.63047 1.20537 10.34992
C -18.88685 0.43713 10.14405
O -19.26149 -0.20418 11.31938
O -17.91187 2.44769 11.05784
H -17.21609 1.41730 9.34729
H -16.95287 0.56700 10.97329
H -18.64912 -0.28463 9.35216
H -19.72228 1.05003 9.78384
H -19.42220 0.29914 12.13771
H -17.17735 2.57803 11.64606
C -17.91463 -0.79425 17.03215
C -17.42617 -0.88134 18.45088
O -18.43861 -1.49806 19.21743
O -18.96325 0.28009 16.91871
H -18.20863 -1.76558 16.67489
H -17.16494 -0.47052 16.34022
H -17.17424 0.14541 18.74001
H -16.53188 -1.57612 18.37977
H -18.41014 -1.03986 20.05553
H -19.82233 0.08728 17.34974
C -22.45241 2.77825 12.55966
C -20.92781 2.77956 12.24877
O -20.50908 4.12915 11.93735
O -22.78815 3.56324 13.66970
H -22.74155 1.79758 12.95869
H -23.08138 3.02322 11.72662
H -20.58947 2.16167 11.42207
H -20.34148 2.44356 13.10004
H -20.04153 4.09030 11.13046
H -22.36232 4.41891 13.62243
C -21.80279 -1.64126 19.16815
C -22.40777 -0.43460 18.55264
O -21.40957 0.40491 18.08018
O -21.11654 -2.41835 18.22462
H -22.61820 -2.32995 19.44391
H -21.12683 -1.35510 20.00267
H -23.00897 0.04581 19.33734
H -23.05318 -0.64619 17.69901
H -21.84345 1.09490 17.50154
H -20.19555 -2.15898 18.22891
C -17.90195 3.22895 18.71886
C -16.84056 3.06491 19.82420
O -16.60311 4.35734 20.38142
O -17.40327 4.04115 17.68464
H -18.83127 3.67659 19.10393
H -18.11846 2.24063 18.27002
H -15.90261 2.66278 19.43141
H -17.26582 2.40225 20.58751
H -15.65873 4.48171 20.55363
H -17.01127 4.81171 18.14574
C -15.43919 5.29294 12.17034
C -14.69062 3.97936 12.07069
O -15.46975 2.96003 12.63083
O -15.62303 5.64492 13.53782
H -16.40411 5.18676 11.71085
H -14.89403 6.15723 11.77099
H -13.76044 4.02842 12.59496
H -14.53458 3.81307 10.97393
H -15.56163 3.16931 13.58996
H -16.58893 5.52302 13.70732
*
```

Mulliken population analysis, charges in e, atoms 1 to 4: number 1, C, carries -0.7858; number 2, O, carries -0.5456; number 3, H, carries 0.2808; number 4, H, carries 0.3248